{
  "formula": "C28H35N5OP2Pt",
  "method": "ωB97M-V/def2-TZVPD",
  "species": ["Pt", "C", "C", "C", "C", "C", "C", "C", "C", "C", "H", "H", "H", "H", "H", "H", "H", "H", "H", "H", "H", "H", "H", "H", "H", "P", "P", "N", "N", "N", "N", "C", "C", "C", "C", "C", "C", "C", "C", "C", "C", "C", "C", "C", "C", "C", "C", "C", "C", "H", "H", "H", "H", "H", "H", "H", "H", "H", "H", "H", "H", "H", "H", "H", "H", "H", "H", "H", "H", "O", "C", "N"],
  "positions_angstrom": [[0.473493, -2.391621, -3.615336], [-1.792165, -0.676228, 0.998131], [-1.856008, -1.995906, 0.798145], [-2.987891, -2.792782, 0.252949], [-3.323507, -2.753281, -1.286965], [-3.379645, -1.437837, -1.982207], [-3.662900, -0.269693, -1.430518], [-4.057328, -0.076498, 0.016433], [-2.951333, 0.319041, 0.968440], [0.153136, -0.462589, -3.656024], [-0.843753, -0.204358, 1.264025], [-1.014202, -2.639074, 1.150965], [-3.924684, -2.605068, 0.784886], [-2.700141, -3.827993, 0.465666], [-2.626783, -3.437576, -1.799227], [-4.317195, -3.200855, -1.362195], [-3.269006, -1.493371, -3.067582], [-3.636394, 0.690723, -1.989076], [-4.577799, -0.958208, 0.405961], [-4.801834, 0.732455, 0.026732], [-2.512258, 1.288662, 0.676608], [-3.396147, 0.510645, 1.969314], [-0.295528, -0.219770, -2.706112], [-0.499952, -0.372942, -4.516873], [1.192886, -0.153275, -3.826469], [-3.674191, -3.573503, -4.649468], [-3.265411, -6.002962, -1.835428], [-5.137925, -2.580136, -5.028322], [-3.618421, -4.178227, -6.306807], [-4.856463, -6.057884, -1.021864], [-2.960950, -7.733224, -1.493242], [-4.721203, -4.964601, -4.003687], [-3.910751, -6.189997, -3.556996], [-5.047297, -1.195776, -5.198250], [-6.281244, -0.709243, -5.638556], [-7.155642, -1.836771, -5.739504], [-6.432340, -2.959400, -5.369759], [-2.450562, -4.110674, -7.072677], [-2.696542, -4.678963, -8.302155], [-4.059703, -5.127448, -8.325505], [-4.606514, -4.790018, -7.085361], [-5.078542, -5.585437, 0.276690], [-6.426635, -5.685749, 0.566873], [-7.090764, -6.240565, -0.569602], [-6.103374, -6.453160, -1.536587], [-3.793782, -8.818340, -1.183235], [-3.071794, -9.997959, -1.313386], [-1.746976, -9.639331, -1.731575], [-1.704316, -8.256100, -1.832984], [-5.428660, -5.331781, -4.762303], [-5.328760, -4.555654, -3.181820], [-4.523953, -7.107948, -3.616365], [-3.026542, -6.368264, -4.197146], [-4.118554, -0.696794, -4.965617], [-6.499755, 0.329479, -5.862112], [-8.187963, -1.818930, -6.055892], [-6.760043, -3.991282, -5.335503], [-1.568047, -3.647306, -6.620376], [-1.976938, -4.767520, -9.118889], [-4.578143, -5.635907, -9.120965], [-5.603179, -4.934218, -6.721251], [-4.242515, -5.281550, 0.883108], [-6.911589, -5.403845, 1.479498], [-8.144498, -6.478217, -0.690125], [-6.194606, -6.851772, -2.542088], [-4.815935, -8.664924, -0.871754], [-3.440418, -11.003043, -1.152374], [-0.935506, -10.309391, -1.953820], [-0.910354, -7.578128, -2.095486], [2.013268, -1.286455, 0.269267], [1.662397, -1.591821, -0.825086], [1.278206, -1.946470, -1.883258]],
  "atomic_forces_ev_per_a": [[0.009, -1.623, 0.143], [-0.373, 0.291, 0.540], [1.000, 0.244, 0.330], [-0.650, -0.739, -0.339], [0.355, -0.177, 0.884], [0.013, 0.245, -0.490], [0.052, 0.990, 0.464], [-0.932, 0.255, -0.201], [0.916, 0.148, -0.324], [-0.054, 0.253, -1.205], [-0.110, -0.460, 0.341], [-0.262, 0.877, -0.766], [0.251, -0.201, 0.104], [-0.374, -0.026, -0.106], [-0.137, 0.487, 0.038], [-0.107, -0.299, -0.100], [0.351, 0.202, 0.330], [-0.050, -0.943, -0.008], [0.072, 0.358, -0.218], [0.026, -0.164, 0.023], [-0.275, -0.174, -0.044], [0.469, -0.408, -0.349], [-0.028, 0.462, 0.075], [-0.075, 0.807, -0.027], [-0.573, 0.730, 0.116], [-3.144, -0.401, -2.305], [-1.792, -2.427, 0.919], [0.447, 0.975, 0.569], [0.897, -0.420, -0.459], [-0.531, 0.641, 0.029], [1.031, -0.456, -0.393], [0.131, -0.302, 0.346], [0.209, -0.164, 0.065], [-1.242, -0.332, -0.289], [1.165, -0.657, 0.402], [0.892, -0.271, 0.244], [-0.240, 0.601, 0.021], [-0.458, -0.146, 0.129], [0.213, 0.016, -0.040], [0.115, 0.767, 1.724], [1.249, -0.224, -0.881], [-0.694, -0.407, -0.563], [0.561, -0.165, -0.487], [1.456, -0.126, -0.966], [-0.301, 0.280, 0.834], [0.642, -0.092, -0.265], [0.098, 1.199, -0.213], [-0.454, 1.010, -0.042], [-0.936, -0.770, 0.392], [0.381, 0.460, 0.225], [0.189, -0.142, -0.155], [0.405, 0.387, 0.057], [-0.317, 0.103, 0.126], [-0.107, 0.084, -0.105], [-0.001, -0.278, 0.083], [0.085, -0.086, 0.047], [0.031, 0.420, 0.095], [-0.339, -0.265, -0.430], [-0.300, 0.048, 0.406], [0.012, 0.082, -0.032], [-0.017, -0.026, -0.082], [-0.089, 0.100, 0.020], [0.062, 0.065, 0.288], [0.338, 0.139, 0.080], [-0.023, 0.118, 0.397], [0.109, 0.049, -0.054], [-0.006, 0.237, 0.079], [0.077, -0.030, 0.064], [0.152, -0.062, -0.039], [-0.249, -0.102, -1.190], [0.631, 0.448, 2.851], [0.146, -1.016, -0.712]],
  "lowdin_charge": [0.885, -0.094, -0.106, -0.207, -0.227, -0.148, -0.093, -0.217, -0.191, -0.326, 0.097, 0.114, 0.099, 0.073, 0.027, 0.095, 0.023, 0.117, 0.098, 0.113, 0.108, 0.122, -0.015, -0.029, -0.006, 1.125, 1.113, -0.243, -0.272, -0.255, -0.267, -0.414, -0.392, -0.150, -0.089, -0.089, -0.166, -0.162, -0.108, -0.074, -0.131, -0.145, -0.093, -0.078, -0.160, -0.129, -0.093, -0.103, -0.170, 0.059, 0.071, 0.081, 0.083, 0.089, 0.090, 0.092, 0.090, 0.080, 0.095, 0.090, 0.077, 0.092, 0.088, 0.096, 0.100, 0.096, 0.091, 0.086, 0.089, 0.098, -0.478, -0.126],
  "lumo_ev": [-0.857, -2.707],
  "max_force_ha_per_bohr": 0.076,
  "multiplicity": 3,
  "e_homo_ev": [-8.33, -8.33],
  "de_lowest_kj_mol": 103.90,
  "gap_ha": [0.274, 0.207]
}